(1)
ORCA calculation (ωB97M-V/def2-TZVPD) on a 12-piece molecular cluster, C43H73F5O28 overall.

Calculated values
Strongest force on any atom (eV/Å): 6.548
Orbital gap (Eh): 0.35154
Energy relative to the best compared isomer or geometry (same formula, charge and spin) (eV): 6.838

XYZ file:
```
149
Properties=species:S:1:pos:R:3:forces:R:3
C -8.2709 -1.5749 1.0017 1.3 0.9 0.9
C -7.7051 -2.1508 2.3530 -1.3 -1.9 -3.9
O -8.8907 -2.8587 2.7740 0.1 2.3 0.5
C -9.9822 -2.0779 2.3269 -3.1 -3.4 0.4
O -11.1487 -2.3176 2.6011 2.9 0.9 0.2
O -9.6210 -1.3065 1.3340 0.3 0.5 -0.8
F -7.2552 -1.2161 3.1429 0.2 1.1 1.7
H -8.0821 -2.2973 0.2076 -0.8 -0.2 0.0
H -7.8749 -0.6167 0.6652 0.4 -0.1 0.3
H -6.9391 -2.8898 2.1178 0.0 -0.1 0.5
C -0.2951 1.1844 -6.9857 -1.1 0.0 1.5
C -0.1103 -0.2629 -6.6310 3.6 1.0 -0.6
O -0.1384 -0.7822 -7.9475 0.4 -1.4 0.7
C -1.0324 -0.0443 -8.6120 -1.5 -2.2 -5.2
O -1.4692 -0.3184 -9.7360 1.2 0.6 3.1
O -1.3704 0.9886 -7.9206 -0.4 3.3 0.9
F -0.9782 -0.8793 -5.8580 -1.6 -0.2 0.7
H 0.6000 1.6163 -7.4332 0.0 -0.3 -0.4
H -0.5070 1.8138 -6.1213 -0.8 0.0 -0.3
H 0.8679 -0.3560 -6.1591 0.2 -0.6 -0.4
C -4.2526 -4.7722 -5.0028 1.3 0.3 -1.0
C -5.4229 -5.6310 -4.8190 -1.6 -0.4 -0.2
O -5.4833 -5.8401 -3.4424 -1.8 -1.0 0.0
C -4.6046 -5.1114 -2.7711 0.2 0.3 2.7
O -4.5638 -5.0846 -1.5411 0.5 0.3 -3.8
O -3.8632 -4.4478 -3.6907 1.0 0.9 1.2
F -5.4124 -6.8389 -5.4210 0.5 -0.4 -0.3
H -4.5611 -3.9154 -5.6019 0.3 0.4 0.5
H -3.4520 -5.2573 -5.5613 0.2 -0.2 0.3
H -6.2723 -5.0946 -5.2420 -0.7 -0.4 0.6
C -5.8180 5.6339 -7.0817 -3.3 -0.2 0.1
C -6.4799 4.3741 -6.4505 0.0 1.4 -2.0
O -5.7045 4.1954 -5.3005 -0.1 -0.2 -0.2
C -4.6231 4.9888 -5.3989 5.7 -0.1 3.2
O -3.7058 5.0693 -4.5286 -4.3 -0.3 -3.7
O -4.5448 5.5847 -6.6169 1.7 0.0 1.7
F -6.3925 3.3855 -7.4063 0.0 -0.5 1.2
H -6.3869 6.4193 -6.5841 0.2 0.8 -0.3
H -5.8950 5.7425 -8.1636 0.1 -0.4 0.2
H -7.5160 4.5543 -6.1637 0.0 -0.5 -0.1
C -1.1251 7.8703 -0.3507 0.0 1.0 -1.5
C -2.3337 8.7996 -0.3173 1.7 0.1 -0.8
O -2.0023 9.6385 0.7566 -0.7 0.2 0.2
C -1.2279 8.9399 1.6094 0.0 -0.3 4.5
O -1.1538 9.1477 2.8332 0.2 -0.5 -4.5
O -0.6552 7.8982 0.9535 0.2 0.3 1.9
F -3.3924 8.0396 -0.0833 -1.9 -0.4 0.7
H -0.3893 8.3847 -0.9689 0.3 -0.6 -0.5
H -1.3896 6.8537 -0.6414 0.2 0.2 -0.1
H -2.5116 9.4249 -1.1922 0.0 -0.1 0.0
C 5.9374 -3.6079 6.3325 -0.6 -0.5 -0.8
C 5.7193 -4.7706 5.3000 1.0 1.0 0.8
O 6.0977 -6.0570 5.7785 0.9 0.2 0.7
C 7.3624 -6.1307 6.5099 0.0 -1.5 -0.9
C 7.8915 -7.6115 6.4492 -1.0 1.5 0.1
H 6.9585 -3.6846 6.7060 -0.1 0.3 0.0
H 5.8124 -2.6665 5.7975 0.3 0.1 -0.1
H 5.2403 -3.5230 7.1661 0.0 -0.6 0.1
H 4.7289 -4.8094 4.8464 -0.2 -0.3 0.6
H 6.3651 -4.4957 4.4660 0.3 -0.1 -0.3
H 8.1742 -5.4881 6.1691 -0.4 0.4 -0.7
H 7.2504 -5.9005 7.5694 -0.4 0.1 0.1
H 7.9931 -8.0459 5.4547 -0.2 0.4 -0.1
H 7.1281 -8.1551 7.0059 0.5 -0.5 0.1
H 8.8828 -7.5951 6.9020 -0.2 -0.4 0.3
O -2.2613 -0.9648 0.9298 2.5 0.8 -1.9
C -1.5609 -0.4285 0.0349 -3.4 -2.3 1.5
O -0.6364 -1.0545 -0.6959 -0.9 0.8 0.1
C -0.2522 -2.3971 -0.3288 2.1 1.5 0.7
C 1.0707 -2.1466 0.4765 -0.4 -1.1 0.3
C -1.9438 0.9516 -0.3637 0.7 0.7 -0.6
H 0.0320 -2.8243 -1.2905 -0.4 -0.4 0.2
H -1.0442 -2.9160 0.2112 0.2 0.1 -0.1
H 1.4513 -3.0959 0.8533 0.2 -0.2 -0.3
H 0.9915 -1.5519 1.3865 -0.7 0.2 -0.1
H 1.8420 -1.6609 -0.1214 -0.2 -0.2 -0.3
H -1.4273 1.5533 0.3841 -0.4 0.6 0.0
H -3.0241 1.0967 -0.3647 0.2 -0.2 0.6
H -1.6343 1.2808 -1.3557 0.5 -0.3 0.1
O 1.8640 3.7421 4.4242 3.3 1.6 -0.8
C 3.0269 3.9517 4.0401 -1.7 -0.7 0.3
O 3.8272 5.0719 4.2621 -0.8 -1.8 -0.2
C 3.2197 6.1436 4.9204 -2.4 3.1 -0.9
C 3.7406 7.5527 4.4020 2.0 -1.5 1.0
C 3.7829 2.8723 3.2835 0.4 -0.1 0.5
H 3.1947 6.1053 6.0095 0.6 -0.4 -0.1
H 2.1726 6.2174 4.6266 -0.3 -0.8 0.1
H 3.1126 8.4434 4.4242 -0.5 -0.6 0.2
H 4.2127 7.4633 3.4236 -0.4 -0.2 -0.2
H 4.5929 7.7290 5.0581 0.2 0.6 0.0
H 3.3152 2.5213 2.3636 -0.3 0.5 0.0
H 3.7446 1.9967 3.9316 0.1 0.0 0.1
H 4.8317 3.1069 3.1017 -0.2 0.2 0.0
O 3.6300 -4.1200 -3.9638 0.9 -1.3 -0.5
C 4.3854 -5.0737 -4.1471 -0.6 2.8 1.7
O 4.1036 -6.1197 -4.8480 0.0 -1.8 -0.9
C 3.1856 -6.0324 -5.9282 -0.3 0.2 -1.2
C 1.7250 -6.1192 -5.6232 -0.6 -0.3 0.4
C 5.7882 -5.0644 -3.6355 1.4 0.2 0.8
H 3.4639 -6.8647 -6.5746 0.1 0.0 0.0
H 3.3514 -5.1173 -6.4967 0.4 0.2 0.2
H 1.1589 -5.9219 -6.5335 0.1 0.0 -0.1
H 1.3986 -5.3892 -4.8825 0.1 -0.1 0.1
H 1.4778 -7.1380 -5.3248 -0.2 0.1 0.3
H 6.3829 -5.9702 -3.5174 -0.7 -0.6 -0.5
H 5.9286 -4.5862 -2.6661 -0.6 0.4 -0.1
H 6.3669 -4.4742 -4.3459 -0.1 0.2 -0.1
O -5.3236 7.1187 4.4819 3.5 -1.3 1.2
C -4.2451 6.4963 4.6482 -3.3 0.9 -0.6
O -3.3740 6.5728 5.6789 0.1 -0.6 -1.3
C -3.5346 7.3098 6.8725 -0.4 0.4 0.6
C -2.1873 7.2814 7.6400 -1.3 -0.4 -0.9
C -3.8457 5.3653 3.7232 1.1 -0.2 0.4
H -4.3347 6.8497 7.4525 0.0 -0.2 0.1
H -3.9067 8.3066 6.6359 0.3 0.2 0.0
H -1.8437 6.2492 7.7077 0.0 0.0 -0.1
H -2.3735 7.5956 8.6670 0.3 0.5 -0.2
H -1.4664 7.8468 7.0496 0.1 0.2 0.6
H -4.1257 5.4357 2.6722 -0.3 0.4 0.3
H -4.2162 4.4286 4.1396 -0.4 0.1 0.0
H -2.7682 5.2241 3.8081 0.1 0.2 -0.3
O -0.0170 -6.2897 4.1084 -1.4 -0.6 0.2
C -1.1762 -6.4746 3.7685 1.6 1.6 -0.5
O -2.1645 -5.5752 4.0968 0.4 -1.7 -1.4
C -2.0106 -4.6767 5.1994 1.2 -0.8 -0.1
C -3.0591 -5.1012 6.1497 -0.9 1.3 1.4
C -1.4957 -7.4935 2.6669 -0.5 0.9 0.0
H -2.0513 -3.6485 4.8397 -0.4 -0.1 -0.1
H -1.0300 -4.7967 5.6599 0.2 -0.1 -0.2
H -2.9464 -6.1066 6.5554 0.0 -0.1 -0.5
H -4.0485 -4.9021 5.7379 -0.1 -0.5 0.0
H -2.9834 -4.4520 7.0219 -0.1 0.2 0.2
H -1.6126 -6.9120 1.7524 -0.1 0.4 0.0
H -2.4508 -8.0131 2.7436 0.2 -0.2 0.4
H -0.6353 -8.1249 2.4449 -0.2 -0.1 0.6
O 5.1461 1.5064 -5.6281 -0.7 -0.6 -0.1
C 6.1292 2.1823 -5.7404 -2.4 2.7 -0.7
O 7.2854 1.8810 -5.2921 3.3 -1.2 2.1
C 7.4343 0.7223 -4.3997 -0.3 -1.5 0.5
C 6.7494 0.7844 -3.0194 -0.7 1.5 -0.8
C 6.0940 3.6365 -6.3375 0.3 -0.8 0.6
H 8.4849 0.5342 -4.1782 0.2 0.8 -0.6
H 7.1000 -0.1870 -4.8993 -0.2 0.2 -0.4
H 5.6618 0.7761 -3.0910 0.0 -0.2 -0.2
H 6.9757 1.7701 -2.6129 0.2 -0.1 0.4
H 7.0437 0.0018 -2.3201 0.3 0.0 -0.3
H 6.8140 3.7108 -7.1524 -0.5 -0.1 -0.5
H 6.4567 4.4065 -5.6565 0.2 -0.4 0.6
H 5.0597 3.9289 -6.5185 0.2 -0.4 -0.7
```
Positions in Å, forces in eV/Å.

(2)
ORCA calculation (ωB97M-V/def2-TZVPD) on a 7-piece molecular cluster, C43H77BClN2O18PS overall.

Calculated values
Strongest force on any atom (eV/Å): 9.395
Orbital gap (Eh): 0.28491

XYZ file:
```
144
Properties=species:S:1:pos:R:3:forces:R:3
C -2.1547 -9.1655 -0.6482 -5.8 4.5 -5.9
C -3.0183 -8.6118 -1.6198 4.8 -3.7 6.5
C -4.1708 -8.1223 -2.6771 1.2 -0.4 -0.3
C -4.5111 -6.4907 -2.5877 0.1 -0.5 -1.5
C -6.1106 -6.2643 -2.3701 0.1 0.7 -0.3
C -6.5544 -5.7142 -0.8758 -1.6 -2.2 -0.4
B -8.0561 -6.4333 -0.6248 -2.0 -0.1 0.1
N -8.1703 -7.8902 -0.2094 1.0 1.7 -2.7
O -9.3228 -5.6554 -0.8554 2.1 -2.6 -1.8
C -5.6413 -6.1818 0.3608 0.2 -1.0 0.7
C -4.5367 -5.1838 0.9860 1.1 -0.3 1.8
N -3.0741 -5.5322 0.6303 -0.8 -0.9 1.1
C -4.7674 -3.5761 0.7739 -1.9 0.3 0.3
C -4.4388 -2.6855 2.1391 -0.4 -0.2 0.4
C -2.8649 -2.7051 2.5895 0.1 0.5 2.3
C -2.8676 -2.6449 4.2617 -0.2 0.5 0.0
O -2.1043 -1.4783 2.1804 0.7 -2.7 0.5
C -0.6475 -1.8193 2.0549 0.2 -0.1 -1.8
C -0.4802 -2.2996 0.4627 0.5 -0.4 -3.2
C -0.6675 -1.0780 -0.6495 0.7 -3.6 -1.9
C -0.5865 -1.4049 -2.2642 0.2 -3.2 3.4
C -0.3363 -2.9721 -2.7552 -0.2 0.9 3.8
C -0.1167 -4.2070 -1.6495 -1.1 4.4 0.9
C -0.2039 -3.8415 -0.0208 -0.5 3.2 -2.9
P -3.7475 -2.7854 -0.6348 1.9 -0.2 -1.6
O -4.2542 -3.2998 -2.2183 -1.5 2.0 2.2
Cl -4.1378 -0.6536 -0.6257 -0.4 -1.6 -0.1
S -6.6344 -3.3966 0.4028 -4.6 3.7 2.9
O -7.0534 -1.9348 0.1014 2.3 -5.1 -0.1
O -7.5011 -3.8685 1.6099 3.4 0.1 -4.2
O -6.8564 -4.2912 -1.0255 1.5 1.2 2.6
H -1.4415 -9.3319 0.2928 -2.0 0.4 -2.8
H -5.1605 -8.7626 -2.5933 2.2 1.2 0.2
H -3.7427 -8.3573 -3.7666 -0.8 0.5 2.5
H -4.2567 -6.0822 -3.6808 -0.5 -0.8 2.5
H -3.8044 -5.9074 -1.8641 -1.5 -1.2 -1.2
H -6.7325 -7.2499 -2.6273 1.5 2.0 0.6
H -6.4612 -5.4647 -3.1688 0.6 -1.5 1.8
H -8.9949 -8.3290 -0.6918 1.1 0.4 1.0
H -7.2727 -8.3313 -0.5628 -1.6 0.1 0.9
H -9.7383 -6.0355 -1.7077 0.7 0.9 2.2
H -5.0833 -7.1911 0.0523 -1.1 2.2 0.5
H -6.3687 -6.5102 1.2490 1.6 0.9 -2.0
H -4.5688 -5.3461 2.1708 -0.4 0.6 -2.6
H -2.5549 -5.7083 1.5431 -0.9 0.4 -1.7
H -3.0317 -6.4519 0.1396 -0.2 0.9 0.4
H -4.8563 -1.5705 2.0645 1.1 -2.5 -0.1
H -5.0462 -3.2116 3.0110 1.2 1.1 -1.9
H -2.2757 -3.6793 2.3209 -1.3 1.9 -0.1
H -3.1608 -1.5387 4.6012 0.8 -2.4 -0.9
H -1.7999 -2.9079 4.6969 -2.2 0.6 -0.9
H -3.6710 -3.3516 4.7354 1.6 1.1 -1.0
H 0.0000 -0.8407 2.2738 -1.7 -2.3 -0.5
H -0.3181 -2.6842 2.7757 -0.7 1.7 -1.3
H -0.8793 0.0408 -0.2913 0.5 -2.9 -0.8
H -0.7424 -0.5517 -3.0618 0.4 -2.0 1.9
H -0.3226 -3.1606 -3.9249 0.1 0.3 2.8
H 0.0472 -5.3090 -2.0389 -0.4 2.6 1.0
H -0.0848 -4.6976 0.7722 -0.2 1.9 -1.7
H -5.0483 -2.7332 -2.4579 1.0 -1.1 0.2
O 0.9312 0.1409 4.2279 0.0 1.9 -0.7
C 1.1675 1.3224 3.9928 0.1 -1.3 0.3
O 0.5533 1.9508 2.9633 -0.4 -0.5 0.2
C 0.6076 3.3696 2.7250 0.2 0.1 -0.1
C 1.8393 3.7346 1.9213 0.3 -0.1 0.0
C 2.2081 2.0661 4.7762 -0.2 0.3 0.6
H 0.5320 3.9306 3.6611 0.1 -0.2 0.0
H -0.2865 3.6189 2.1435 0.1 -0.3 0.2
H 2.7589 3.4894 2.4598 -0.1 0.1 0.0
H 1.8472 4.8046 1.6925 0.0 -0.1 0.0
H 1.8637 3.1729 0.9820 -0.1 0.1 0.1
H 3.1917 1.8747 4.3406 -0.1 0.1 0.1
H 2.1930 1.6982 5.8081 0.1 -0.1 -0.3
H 2.0321 3.1385 4.8354 0.2 0.0 -0.2
O 2.5482 -1.1145 -3.0791 -0.2 1.7 -1.7
C 2.6019 -0.2383 -3.9372 0.0 -1.5 1.2
O 1.4682 0.2238 -4.5144 -0.2 -0.1 0.5
C 1.4030 1.3744 -5.3773 0.1 -0.1 -0.3
C 1.7118 0.9916 -6.8106 0.0 -0.1 -0.1
C 3.9236 0.2691 -4.4324 0.5 0.6 0.3
H 2.0423 2.1817 -5.0082 0.0 -0.2 0.0
H 0.3741 1.7454 -5.3192 0.1 -0.2 0.2
H 2.7282 0.6016 -6.9133 -0.1 0.2 0.0
H 1.6046 1.8565 -7.4722 0.1 -0.2 0.1
H 1.0342 0.2016 -7.1502 -0.1 0.1 0.1
H 4.2943 -0.3967 -5.2155 -0.1 0.1 0.1
H 4.6301 0.2690 -3.5949 -0.2 -0.3 -0.2
H 3.8926 1.2926 -4.8011 0.0 -0.1 -0.2
O 4.8444 4.2520 5.0288 1.4 -1.3 0.7
C 5.8642 3.7512 5.4936 -1.1 0.8 -0.2
O 5.9330 2.4171 5.7110 -0.4 -0.1 -0.5
C 7.1364 1.7091 6.0624 0.0 0.0 0.2
C 7.3621 1.7398 7.5604 0.0 0.2 0.2
C 7.0157 4.6131 5.9190 0.2 0.1 -0.7
H 7.9948 2.0847 5.4977 -0.1 0.1 0.1
H 6.9880 0.6718 5.7435 -0.2 0.3 -0.1
H 7.5018 2.7609 7.9259 0.1 -0.1 -0.1
H 8.2451 1.1523 7.8294 -0.1 0.1 0.0
H 6.4932 1.3318 8.0869 0.1 0.0 -0.1
H 6.8378 4.9761 6.9341 0.1 0.0 -0.2
H 7.0789 5.4678 5.2364 -0.3 -0.3 0.4
H 7.9817 4.1143 5.8685 0.0 0.0 0.2
O 8.2247 7.1041 5.9825 0.0 2.3 -0.7
C 8.3025 8.1938 5.4225 -0.3 -1.2 0.5
O 7.3968 9.1643 5.6863 0.1 -0.4 0.5
C 7.5099 10.5284 5.2398 -0.1 0.1 -0.2
C 6.9425 10.6877 3.8439 0.0 -0.1 -0.2
C 9.3397 8.4406 4.3675 0.7 0.2 0.1
H 8.5405 10.8863 5.3207 -0.1 -0.2 -0.1
H 6.9189 11.1312 5.9378 0.1 -0.4 0.0
H 7.4955 10.0903 3.1137 0.0 0.1 0.1
H 6.9771 11.7356 3.5308 0.0 -0.1 0.1
H 5.9035 10.3441 3.8115 0.1 0.1 0.1
H 8.9707 8.0730 3.4070 0.0 0.1 0.1
H 10.2475 7.8906 4.6392 -0.3 -0.1 -0.1
H 9.6350 9.4841 4.2754 -0.2 0.0 -0.2
O 3.5227 2.2338 -8.8571 0.0 -1.0 -2.0
C 3.6164 1.4917 -9.8305 -0.3 0.9 1.3
O 2.8789 1.7245 -10.9413 0.1 0.5 0.3
C 3.0561 1.0408 -12.1959 -0.1 -0.2 0.0
C 2.2732 -0.2563 -12.2184 -0.1 -0.2 0.1
C 4.4730 0.2617 -9.7765 0.8 0.0 -0.1
H 4.1170 0.8983 -12.4217 -0.1 0.0 0.2
H 2.6638 1.7096 -12.9695 0.1 0.1 0.4
H 2.6233 -0.9515 -11.4502 0.0 0.0 -0.1
H 2.3635 -0.7443 -13.1935 0.0 0.1 0.1
H 1.2142 -0.0678 -12.0150 0.2 0.1 -0.1
H 3.9047 -0.5531 -9.3216 0.0 0.1 -0.1
H 5.3509 0.4783 -9.1577 -0.4 -0.1 0.1
H 4.8566 -0.0510 -10.7458 -0.2 -0.1 0.0
O -5.6572 5.9452 2.5285 0.3 -2.1 0.0
C -5.6564 4.7247 2.6601 -0.1 1.5 -0.4
O -4.7798 3.9626 1.9653 0.2 0.6 0.2
C -4.5635 2.5573 2.1910 -0.2 -0.2 -0.1
C -5.5618 1.7259 1.4111 -0.2 0.0 0.0
C -6.6844 4.0457 3.5155 0.0 -0.1 0.8
H -4.5629 2.3244 3.2600 -0.1 0.1 -0.1
H -3.5536 2.3385 1.8278 -0.1 0.3 0.0
H -6.5883 1.9230 1.7324 0.1 -0.1 0.1
H -5.3581 0.6585 1.5391 0.0 0.2 -0.1
H -5.5122 1.9691 0.3448 0.1 -0.1 0.2
H -7.5950 3.8931 2.9312 0.1 0.0 0.1
H -6.9084 4.6954 4.3688 -0.1 0.0 -0.4
H -6.3518 3.0987 3.9362 -0.1 -0.1 -0.2
```
Positions in Å, forces in eV/Å.